1.
Density functional theory data (wB97M-V/def2-TZVPD) for C24H21N9O5S3Zr as an isolated structure at a distorted geometry.

XYZ file:
```
63
Properties=species:S:1:pos:R:3:forces:R:3
Zr -0.04951 -0.00535 -0.13812 -0.4 -3.1 1.3
S 1.93078 3.49033 6.43925 0.0 0.0 0.1
S 0.19026 -2.52503 0.86000 0.5 0.1 0.2
S -3.33251 -0.80470 -0.42278 -0.6 0.4 0.2
O -0.79185 1.06962 -1.57936 -0.7 0.8 -0.6
O 3.34080 0.42901 -5.03983 -0.1 -0.1 -0.5
O -2.03382 -0.53241 0.36019 -0.7 0.1 0.0
O 5.49275 1.35502 -4.76102 -0.2 0.0 -0.2
O 0.28335 3.03267 -1.45645 0.0 -0.1 -0.3
N -2.00436 -5.07110 -1.10020 -0.1 -0.3 0.0
N -0.83898 -1.84982 -1.99227 0.1 0.1 0.2
N -1.17946 -3.07700 -1.43201 -0.1 -0.3 0.1
N -0.50601 1.78382 1.18923 0.4 0.4 0.3
N 2.65636 2.29996 5.64573 0.2 -0.1 0.1
N 1.45296 -0.23445 -1.55030 0.7 0.3 -0.6
N 0.72933 3.80518 5.42399 -0.2 0.2 0.0
N -1.28533 -4.64781 -0.02753 0.1 0.2 0.0
N 1.63303 0.18085 1.39294 0.1 0.2 0.5
C 1.97115 2.10024 4.53570 -0.5 0.4 0.0
C 4.42101 0.93557 -4.49230 0.1 0.1 0.8
C -3.90542 0.79348 -1.01761 0.0 -0.1 0.0
C -1.46561 2.67716 0.96498 -0.1 0.0 0.0
C -1.93393 -4.11851 -1.96466 0.1 0.2 0.0
C -2.54691 -4.10213 -3.31075 0.1 0.0 -0.1
C 3.64597 -0.52763 2.47784 0.0 0.0 0.0
C 1.49549 1.05096 -2.09778 0.1 -0.1 -0.1
C -1.03350 3.82522 3.00761 0.1 -0.1 0.0
C 0.29317 1.85865 -1.71016 0.5 1.5 -0.9
C 3.41830 0.32569 3.53285 -0.1 0.0 0.0
C 3.42832 0.56924 -3.47124 0.1 -0.1 0.2
C 2.42680 1.50236 -2.95009 0.1 0.1 0.0
C 0.85351 2.97371 4.40708 0.5 -0.3 0.1
C 0.25899 1.92092 2.29759 -0.2 0.3 0.2
C 2.48929 -1.07234 -1.92447 0.0 -0.1 0.1
C -4.55429 -1.04949 0.87048 0.2 -0.2 -0.1
C 3.46215 -0.72685 -2.77991 0.0 0.2 -0.1
C -0.76582 -3.43264 -0.18774 -0.4 -0.1 -0.3
C 0.00161 2.91527 3.24843 -0.1 -0.1 -0.3
C 2.27972 1.13908 3.50954 0.0 -0.3 -0.4
C 1.40895 1.04031 2.41793 0.3 0.0 0.3
C -1.75618 3.71437 1.84184 0.0 0.0 0.0
C 2.73433 -0.57027 1.43119 0.0 -0.1 -0.1
H -3.02773 -3.14559 -3.52071 0.0 0.0 0.0
H -1.55640 -1.57348 -2.65416 -0.1 0.1 0.0
H 4.52036 -1.16141 2.44580 0.0 0.0 0.0
H 2.90088 -1.23248 0.59428 0.0 0.0 0.0
H -1.22135 4.60596 3.73331 0.0 0.0 0.0
H -5.54704 -0.98946 0.42491 0.0 0.0 -0.1
H 0.03734 -1.92842 -2.50255 0.1 -0.1 -0.1
H -1.16409 -5.25583 0.76777 0.0 0.0 0.0
H -2.00448 2.57897 0.03587 0.0 0.0 -0.1
H -2.53220 4.42301 1.59095 0.0 0.0 0.0
H 4.09893 0.39708 4.37140 0.0 0.0 0.0
H 4.27164 -1.40950 -2.99714 -0.1 -0.1 0.0
H -3.28836 -4.89416 -3.37397 0.0 0.0 0.0
H -4.42239 -0.28203 1.63101 0.0 0.1 -0.1
H -3.10335 1.22167 -1.61391 0.0 0.0 0.0
H -1.79453 -4.28656 -4.08016 0.0 0.1 0.0
H -4.16931 1.43591 -0.17980 0.1 0.0 0.1
H -4.40545 -2.03926 1.29779 0.0 0.0 0.0
H 2.48860 -2.05092 -1.45405 0.0 0.0 0.0
H 2.38392 2.51918 -3.31688 0.0 0.0 0.0
H -4.77988 0.62610 -1.64755 0.0 -0.1 0.0
```
Forces are in eV/Å.

Results
Total charge: +2
Kohn-Sham gap (eV): 6.180
Highest occupied orbital energy (Ha): -0.4754

***

2.
Density functional theory data (wB97M-V/def2-TZVPD) for C24H22AsF6MoN6O4 as an isolated structure at a distorted geometry.

XYZ file:
```
64
Properties=species:S:1:pos:R:3:forces:R:3
Mo 0.67333 -1.34092 0.32486 0.2 -0.1 1.2
As 0.82416 -4.34080 1.70912 0.0 -0.1 0.1
F 0.88560 -3.46975 -0.02814 0.1 0.2 0.0
F -0.73334 -4.86982 1.22688 0.3 0.2 0.0
F 0.70356 -4.88008 3.29463 0.0 0.1 -0.1
F 0.07421 -2.72625 2.08775 0.2 -0.2 -0.2
F 1.58998 -5.67963 1.01605 -0.1 0.2 0.0
F 2.34052 -3.53833 1.95639 -0.3 -0.1 -0.1
O 4.00457 -0.41143 2.57319 -0.1 -0.2 -0.2
O -2.67380 0.83518 1.29553 0.1 -0.1 -0.1
O -0.55751 0.85999 -1.35700 0.0 0.1 -0.1
O -0.00122 2.26309 -3.05944 0.0 0.0 0.0
N -1.28984 -1.92769 -0.33605 -0.2 -0.1 -0.1
N 1.83390 0.72133 -1.59580 0.0 0.0 0.0
N -2.35045 3.36029 -3.26104 0.2 -0.1 -0.2
N 2.65680 -1.65167 -0.38136 0.2 0.0 -0.1
N -0.53701 -0.07067 1.34638 0.1 0.0 -0.2
N 1.84925 -0.38209 1.65603 -0.4 -0.2 -0.3
C 3.25188 -0.70221 1.69357 0.3 0.0 0.1
C -2.20594 3.43321 -0.85041 0.0 -0.1 0.0
C -1.94266 4.81197 -1.45410 0.0 0.1 0.0
C 1.33806 0.51602 2.55387 -0.2 0.1 0.1
C 0.79572 0.24852 -1.10579 -0.1 0.1 -0.4
C 2.01674 1.21087 3.58277 -0.1 0.0 0.0
C -2.68333 4.74903 -2.77442 0.0 0.1 0.0
C -0.05539 0.70875 2.36621 0.2 0.0 0.1
C 1.29481 2.05321 4.38284 -0.1 0.0 -0.1
C -2.15016 2.47190 -2.05704 0.1 -0.1 0.1
C -0.77841 1.56864 3.21544 0.1 0.0 0.0
C 3.66485 -1.39485 0.45015 0.1 0.0 0.0
C -0.09401 2.22603 4.20466 0.1 0.0 0.0
C -0.76314 1.83761 -2.22310 -0.1 -0.1 0.1
C -2.89179 -3.31272 -1.42575 0.1 0.0 0.0
C 5.23478 -2.38059 -1.02397 -0.1 0.0 0.0
C 4.18700 -2.63155 -1.89958 -0.1 0.0 0.1
C -1.58454 -2.97096 -1.12873 0.0 -0.1 0.0
C -3.62756 -1.48306 -0.07846 0.2 0.0 0.0
C 2.90434 -2.25281 -1.54654 0.1 0.0 -0.1
C 4.97307 -1.74247 0.17896 -0.2 0.1 0.0
C -2.29790 -1.19564 0.15998 -0.2 0.1 0.0
C -3.92970 -2.57421 -0.88037 0.0 0.0 0.0
C -1.89358 -0.03324 0.99411 -0.3 0.2 0.0
H 4.35517 -3.11502 -2.84968 0.0 0.0 0.0
H 3.06999 1.06920 3.74208 0.0 0.0 0.0
H -0.63119 2.89268 4.86508 0.0 0.0 0.0
H -2.92123 1.70511 -2.02720 0.0 0.0 0.0
H -4.38787 -0.86517 0.37673 0.0 0.0 0.0
H -1.83879 1.70147 3.09528 0.0 0.0 0.0
H -3.76309 4.79520 -2.63821 0.0 0.0 0.0
H -3.08167 -4.16618 -2.05874 0.0 0.0 0.0
H 2.06193 -2.42316 -2.20653 0.1 0.0 0.0
H -1.48679 3.14931 -0.08579 0.0 0.0 0.0
H -0.87722 4.97833 -1.62115 0.0 0.0 0.0
H -2.31568 5.61773 -0.82625 0.0 0.0 0.0
H -0.75713 -3.55257 -1.50832 0.0 0.0 0.0
H -3.04338 2.99668 -3.91423 0.0 0.0 0.0
H -2.37725 5.47007 -3.52866 0.0 0.0 0.0
H -4.95794 -2.84719 -1.07306 0.0 0.0 0.0
H 1.79671 2.58925 5.17510 0.0 0.0 0.0
H 5.74276 -1.51127 0.90056 0.0 0.0 0.0
H -3.19452 3.38935 -0.39648 0.0 0.0 0.0
H 6.24238 -2.67694 -1.27814 0.0 0.0 0.0
H -1.42834 3.36132 -3.74179 -0.2 0.0 0.1
H 1.73734 1.52959 -2.20284 0.0 0.0 -0.1
```
Forces are in eV/Å.

Results
Total charge: +2
<S²>: 0.794
Kohn-Sham gap (spin up / spin down) (eV): 5.959 / 5.823
Highest occupied orbital energy (spin up / spin down) (Ha): -0.5091 / -0.5071
Multiplicity: 2

***

3.
Density functional theory data (wB97M-V/def2-TZVPD) for C24H22BrF20O6PS3 as an isolated structure at a distorted geometry.

XYZ file:
```
77
Properties=species:S:1:pos:R:3:forces:R:3
Br -3.12599 -1.79161 -1.10841 0.1 0.1 0.0
S -0.10679 -1.83962 -2.19958 0.3 -0.2 -0.2
S 2.78873 -3.47727 4.32709 0.4 0.0 -0.1
S -3.08407 1.05267 -2.10339 -0.6 1.0 0.4
P -2.14413 0.04120 1.65698 0.2 0.2 0.3
F -4.54631 -0.44981 -3.65810 -0.1 -0.1 0.0
F -3.06721 2.42360 -4.99510 0.3 0.3 -0.1
F 4.24453 -3.90800 2.14599 0.2 0.1 -0.1
F -4.89326 3.37210 -3.32921 0.3 0.5 0.6
F 2.28591 0.10984 2.30138 0.1 -0.2 0.0
F 4.00725 -2.48277 4.12441 0.0 0.1 0.0
F 2.52885 -2.84165 5.74000 0.0 0.0 0.1
F 1.75276 2.17928 0.88279 0.1 0.0 0.0
F 0.73708 -4.08902 2.10067 -0.2 -0.1 0.1
F 1.56440 -4.43869 4.56118 -0.2 -0.2 0.1
F -6.19422 1.69120 -3.63610 -0.6 -0.5 0.4
F 0.31619 0.10973 3.26340 0.0 -0.2 0.0
F -5.82164 3.07104 -5.23129 -0.2 0.3 -0.4
F -0.30005 2.35225 1.54066 0.0 0.1 0.0
F 1.82887 -2.38560 3.69291 -0.2 0.3 0.0
F 3.08861 -5.59079 2.83653 -0.1 -0.1 0.1
F -4.49018 1.01380 -5.82515 -0.1 -0.1 -0.3
F 3.76950 -4.52813 4.98594 0.0 0.0 0.1
F 2.08418 -4.97783 0.65976 0.0 0.0 0.0
F -2.56401 -0.12042 -4.45918 0.2 0.0 -0.1
O -1.07073 -0.47535 -2.36292 0.0 0.2 0.6
O 0.29058 -2.11968 -3.53963 0.0 -0.1 -0.2
O 1.74192 1.15292 -3.10593 -0.1 -0.6 -1.3
O 1.19025 -1.11728 -1.56191 -0.3 0.2 -0.1
O -2.35431 2.27507 -2.28548 0.4 -0.4 -0.2
O -4.32007 1.13059 -1.38525 0.1 -0.3 0.0
C 5.14913 2.57120 -0.47942 -0.2 0.3 -0.3
C 0.21432 0.62280 -0.04034 -0.6 0.6 -0.7
C 0.65200 1.44440 1.23323 0.2 -0.3 0.0
C 4.00032 1.82982 -0.76613 0.1 0.7 -0.4
C 1.76962 1.64447 -2.02122 0.2 0.3 0.8
C -4.53756 0.13994 2.92126 0.0 -0.4 -0.5
C -1.95991 -0.19965 -1.32026 0.1 -0.5 -0.7
C 3.02360 2.36111 -1.61789 0.6 0.7 0.5
C -2.07463 -1.77140 1.99770 0.0 -0.1 0.0
C 3.05744 -4.27380 2.62618 -0.2 -0.3 0.2
C -3.95242 0.30958 1.48951 0.0 -0.2 0.7
C 2.16539 -2.63669 0.82774 -0.3 0.2 0.0
C 1.09698 -0.62842 -0.21607 0.2 -0.2 0.6
C 1.18112 0.85445 2.56193 0.0 0.4 0.1
C 0.86971 -1.81869 0.71677 0.5 -0.5 0.2
C -4.08215 1.62329 -4.69958 -0.2 -0.5 0.2
C 4.36596 4.38704 -1.86499 -0.3 -0.8 0.2
C -1.36976 0.43029 -0.03268 -0.2 -0.2 0.3
C 5.34095 3.84862 -1.02176 -0.7 -0.3 -0.2
C -5.28534 2.45918 -4.18621 0.5 0.0 -0.5
C 0.47490 1.66666 -1.20725 0.0 0.0 0.1
C 3.21907 3.64036 -2.16073 0.4 -0.2 0.3
C -3.56864 0.44565 -3.80006 0.0 0.0 -0.1
C 1.96403 -3.96057 1.56284 0.4 0.1 -0.6
H 6.22956 4.42030 -0.80436 0.1 0.0 0.1
H 2.95120 -2.05421 1.29857 0.0 0.1 0.2
H 0.31069 2.66681 -0.81361 0.1 0.1 0.2
H 2.10772 -0.27159 -0.03456 0.2 0.0 0.0
H -3.76090 0.06414 3.67892 0.0 0.2 0.2
H 5.90988 2.15785 0.16684 0.0 -0.1 0.1
H 2.47225 4.05329 -2.82491 -0.1 0.0 0.0
H -1.38899 -1.94582 2.82205 0.1 0.0 0.1
H 2.51981 -2.88974 -0.16701 0.1 -0.1 -0.1
H 4.46836 5.36512 -2.30809 0.1 0.1 0.0
H -5.22784 0.94139 3.15670 0.1 0.2 0.2
H -4.42215 -0.42045 0.84395 -0.1 0.2 -0.3
H -0.28486 1.57184 -1.96445 0.0 -0.3 -0.1
H -1.78390 -2.40334 1.16791 0.0 0.0 0.0
H 0.56897 -1.55056 1.72066 -0.2 0.3 0.0
H 0.11699 -2.50184 0.33580 -0.3 0.2 -0.1
H 3.87377 0.85228 -0.32799 0.0 -0.1 0.1
H 1.48539 1.70512 3.17162 0.0 0.1 0.1
H -4.14320 1.32013 1.15258 0.0 0.1 -0.3
H -5.10835 -0.78461 2.97119 0.0 -0.1 0.1
H -3.05735 -2.10178 2.32573 -0.2 0.0 0.0
H -1.68779 1.47427 -0.10318 -0.1 0.1 0.1
```
Forces are in eV/Å.

Results
Kohn-Sham gap (eV): 8.750
Highest occupied orbital energy (Ha): -0.3274

***

4.
Density functional theory data (wB97M-V/def2-TZVPD) for C24H22ClNOPPdS as an isolated structure at a distorted geometry.

XYZ file:
```
52
Properties=species:S:1:pos:R:3:forces:R:3
Pd 0.01930 0.45536 -0.11162 -2.6 0.5 -0.4
Cl -1.96864 1.78497 -0.37633 0.7 -1.0 0.0
S -1.19208 -1.47191 -1.41244 0.2 0.3 -1.0
P 2.01338 1.21557 -0.79471 1.9 0.1 -2.4
O 1.33774 -2.25265 0.61324 -1.9 4.0 -1.4
N -2.97042 -1.14056 0.52298 -0.3 -0.3 1.5
C 2.08064 3.64772 -4.10603 0.0 0.2 0.3
C 4.32204 3.98253 1.12868 0.0 1.9 1.6
C 1.62853 3.21482 1.06377 0.7 -1.9 -1.7
C 5.72844 -1.53045 -1.06091 -0.2 0.3 0.0
C -3.75273 -1.51626 1.58220 1.2 0.3 -1.3
C 3.92342 2.92522 0.31117 0.0 -0.7 -0.4
C 5.17564 -0.99424 -2.22564 0.0 0.1 0.0
C 3.39289 4.65636 1.92775 1.5 -0.1 -0.6
C 2.27106 3.16162 -2.81163 -0.1 -0.2 -0.1
C 5.12880 -1.23852 0.16649 -0.1 0.0 0.2
C 2.57350 2.54188 0.27943 -1.8 0.5 0.6
C 2.05295 4.25964 1.89005 -0.1 1.1 1.0
C 0.84222 -1.23605 0.32950 2.8 -5.3 2.8
C -3.76821 -2.84964 1.96181 -0.1 -0.6 -0.1
C -2.20469 -2.03336 -0.19153 -1.4 0.0 1.0
C 3.44387 0.10911 -0.93937 0.0 -0.1 0.1
C -2.30452 -3.39830 0.12743 0.4 0.3 -0.4
C 1.74970 1.90810 -2.45833 0.0 0.3 0.2
C -3.05250 -3.80089 1.22326 -0.4 0.4 0.6
C 1.32761 2.92663 -5.03491 0.2 -0.1 0.3
C 1.02610 1.16953 -3.40301 -0.3 0.2 0.0
C 4.04828 -0.17120 -2.17425 -0.1 -0.1 0.0
C 3.98640 -0.43751 0.23298 0.3 -0.1 0.0
C 0.79045 1.69024 -4.67515 0.2 -0.2 0.2
H 3.71180 5.49550 2.55275 -0.2 -0.4 -0.2
H -2.86447 -0.12421 0.33256 -0.1 -0.3 -0.2
H -3.06987 -4.84311 1.53062 0.0 0.1 -0.1
H 2.49152 4.62112 -4.36449 -0.1 -0.2 0.0
H -1.72348 -4.10254 -0.45654 -0.1 0.0 0.0
H 5.55297 -1.64472 1.08187 -0.1 0.1 -0.1
H -1.72859 4.13032 1.45541 0.0 -0.3 -0.9
H 0.59157 0.21227 -3.12090 0.1 0.1 -0.2
H -1.75497 3.79280 0.75767 0.1 0.7 1.2
H 1.17010 3.32421 -6.03500 0.0 -0.1 0.2
H 5.36619 4.28786 1.13010 -0.2 0.0 0.1
H 6.63497 -2.13996 -1.10614 -0.4 0.2 0.0
H 5.64492 -1.19299 -3.18581 -0.1 0.0 0.1
H 0.58126 2.91046 1.02401 0.1 0.3 0.1
H 3.52240 -0.22999 1.19778 0.2 -0.1 -0.1
H 1.32916 4.78020 2.50995 0.0 0.0 -0.1
H 3.63289 0.24718 -3.08914 0.2 -0.1 0.2
H 0.20705 1.11334 -5.38581 0.1 0.1 0.1
H 2.81942 3.73602 -2.06675 -0.1 0.1 -0.3
H -4.28605 -0.73083 2.10937 0.0 -0.1 -0.2
H 4.65774 2.39604 -0.29490 -0.1 0.1 0.1
H -4.35663 -3.14058 2.82676 0.1 0.0 -0.1
```
Forces are in eV/Å.

Results
Total charge: +3
<S²>: 6.053
Kohn-Sham gap (spin up / spin down) (eV): 7.201 / 3.875
Highest occupied orbital energy (spin up / spin down) (Ha): -0.6157 / -0.6349
Multiplicity: 5